1.
{"formula": "C20H28N2O2", "method": "ωB97M-V with the def2-TZVPD basis set", "elements": ["C", "O", "C", "C", "C", "C", "N", "C", "C", "C", "C", "N", "C", "O", "C", "C", "C", "C", "C", "C", "C", "C", "C", "C", "H", "H", "H", "H", "H", "H", "H", "H", "H", "H", "H", "H", "H", "H", "H", "H", "H", "H", "H", "H", "H", "H", "H", "H", "H", "H", "H", "H"], "xyz": [[-4.40672, 0.56428, 1.84121], [-4.92579, 1.53826, 0.97347], [-4.20672, 1.85305, -0.14999], [-4.78824, 2.85336, -0.95274], [-4.19099, 3.28646, -2.11153], [-2.98285, 2.70270, -2.47466], [-2.16589, 2.92073, -3.54694], [-1.08138, 2.08992, -3.45609], [-1.17356, 1.31796, -2.33459], [-0.22852, 0.27652, -1.82959], [0.93681, -0.00081, -2.78082], [1.78433, -1.05696, -2.27662], [2.94396, -0.81429, -1.62108], [3.44904, 0.28627, -1.56012], [3.56689, -2.05230, -0.99380], [2.67686, -2.65862, 0.09810], [2.15363, -1.62941, 1.10707], [1.15415, -2.28828, 2.06062], [0.59695, -1.27468, 3.05515], [1.72956, -0.64072, 3.85543], [2.73006, 0.02262, 2.91481], [3.28342, -0.98304, 1.90887], [-2.38852, 1.69515, -1.68386], [-3.00920, 1.26723, -0.50713], [-3.43120, 0.85984, 2.24256], [-4.31403, -0.40904, 1.34677], [-5.12147, 0.48402, 2.65896], [-5.72512, 3.27212, -0.62196], [-4.64610, 4.05598, -2.71693], [-2.32556, 3.59170, -4.27795], [-0.31646, 2.11606, -4.20747], [0.17604, 0.59785, -0.86431], [-0.78355, -0.65291, -1.65770], [0.55923, -0.28511, -3.76741], [1.56469, 0.88720, -2.87378], [1.38062, -1.97839, -2.22287], [3.74614, -2.79582, -1.77396], [4.53007, -1.75939, -0.57709], [3.24667, -3.42538, 0.62872], [1.81924, -3.15793, -0.36295], [1.63287, -0.83742, 0.55734], [0.33489, -2.73394, 1.48986], [1.65446, -3.09240, 2.60605], [0.05728, -0.49406, 2.51305], [-0.11025, -1.76505, 3.72813], [1.32681, 0.09650, 4.55322], [2.23584, -1.41305, 4.43943], [3.55074, 0.45647, 3.48968], [2.23706, 0.83421, 2.37473], [3.96566, -0.46814, 1.23209], [3.84273, -1.75956, 2.43719], [-2.54457, 0.50022, 0.09142]], "lowdin_charge": [-0.099, -0.096, -0.276, -0.013, -0.011, -0.219, 0.073, -0.052, -0.179, -0.131, -0.183, 0.060, -0.521, 0.066, -0.106, -0.168, -0.340, -0.174, -0.205, -0.210, -0.196, -0.162, -0.126, 0.040, 0.093, 0.094, 0.092, 0.114, 0.109, 0.154, 0.120, 0.121, 0.123, 0.126, 0.124, 0.136, 0.119, 0.115, 0.121, 0.106, 0.129, 0.113, 0.122, 0.109, 0.107, 0.107, 0.113, 0.109, 0.117, 0.110, 0.125, 0.103], "multiplicity": 1, "smiles": "COc1ccc2[nH]cc(CCNC(=O)CCC3CCCCC3)c2c1", "charge": 0, "gap_ev": 8.5}

=====

2.
{"formula": "C3H6OS", "method": "ωB97M-V with the def2-TZVPD basis set", "elements": ["C", "C", "C", "O", "S", "H", "H", "H", "H", "H", "H"], "xyz": [[-1.06847, 0.20959, -0.91846], [-0.13997, 0.68389, 0.24771], [1.11739, -0.17274, 0.57414], [0.87851, -1.42492, 0.10650], [2.41313, 0.29041, 1.41139], [-2.08654, 0.45576, -0.64921], [-0.85059, -0.85090, -1.10535], [-1.00193, 0.88969, -1.83293], [-0.77980, 0.32566, 1.12447], [0.01142, 1.63611, 0.59827], [1.50685, -2.04254, 0.44349]], "lowdin_charge": [-0.085, -0.212, -0.888, -0.022, 0.712, 0.057, 0.070, 0.088, 0.134, 0.061, 0.085], "multiplicity": 1, "smiles": "CCC(O)=S", "charge": 0, "gap_ev": 9.4}

=====

3.
{"formula": "CH2FNO", "method": "ωB97M-V with the def2-TZVPD basis set", "elements": ["C", "N", "O", "F", "H", "H"], "xyz": [[-0.75989, 0.67434, -0.25852], [-0.78345, -0.31293, 0.40810], [-0.82779, 1.41645, -1.14975], [-1.27441, -0.64105, 1.61632], [1.78479, -0.28685, -0.05802], [1.86075, -0.84996, -0.55814]], "lowdin_spin": [0.355, 0.731, 0.438, 0.467, 0.006, 0.005], "multiplicity": 3, "charge": 0, "gap_ev": [8.0, 8.0]}

=====

4.
{"formula": "C29H54NO4", "method": "ωB97M-V with the def2-TZVPD basis set", "elements": ["C", "C", "C", "C", "C", "C", "C", "C", "C", "C", "C", "C", "C", "O", "C", "C", "C", "C", "C", "C", "C", "C", "C", "C", "O", "C", "O", "H", "H", "H", "H", "H", "H", "H", "H", "H", "H", "H", "H", "H", "H", "H", "H", "H", "H", "H", "H", "H", "H", "H", "H", "H", "H", "H", "H", "H", "H", "H", "H", "H", "H", "H", "H", "H", "H", "H", "H", "C", "N", "C", "C", "C", "C", "O", "H", "H", "H", "H", "H", "H", "H", "H", "H", "H", "H", "H", "H", "H"], "xyz": [[6.80416, 2.31687, 1.20553], [5.44767, 2.03297, 1.88471], [5.01386, 0.57048, 1.79183], [4.38013, 0.19795, 0.43906], [2.97205, -0.37633, 0.58744], [2.38445, -0.94409, -0.71176], [0.93350, -0.51546, -0.94385], [-0.07156, -1.31620, -0.13086], [-1.53571, -0.95754, -0.41958], [-2.45519, -1.04184, 0.80723], [-2.59348, 0.22341, 1.65977], [-3.00453, 1.46530, 0.87845], [-1.87484, 2.45765, 0.58193], [-0.60804, 1.81594, 0.56869], [0.38574, 2.39896, 1.33506], [0.75430, 1.76922, 2.51203], [1.76803, 2.27567, 3.30978], [2.16274, 1.58925, 4.58534], [2.39897, 3.44462, 2.89176], [2.04396, 4.05166, 1.70550], [1.04216, 3.54169, 0.88478], [0.69608, 4.20656, -0.43016], [-0.04139, 5.53035, -0.19712], [1.94163, 4.38961, -1.32469], [-3.97342, 2.26942, 1.60157], [-5.26656, 1.89449, 1.41106], [-6.06757, 2.55687, 0.82812], [6.72853, 3.13137, 0.48745], [7.14727, 1.43564, 0.66313], [7.55750, 2.57992, 1.94405], [4.67662, 2.64641, 1.41430], [5.48912, 2.34022, 2.93048], [4.30472, 0.35215, 2.59269], [5.88749, -0.06418, 1.95719], [5.01085, -0.50226, -0.11204], [4.30920, 1.09977, -0.17707], [2.33216, 0.42829, 0.95673], [2.99506, -1.13786, 1.37166], [2.98179, -0.57544, -1.54828], [2.45369, -2.03367, -0.69957], [0.67670, -0.60292, -2.00593], [0.84672, 0.54440, -0.69971], [0.08877, -2.37752, -0.35188], [0.12739, -1.20803, 0.94026], [-1.91452, -1.67121, -1.15738], [-1.59875, 0.02512, -0.88901], [-3.45675, -1.37200, 0.51562], [-2.06019, -1.81975, 1.46776], [-1.67999, 0.39999, 2.22222], [-3.37441, 0.03626, 2.39920], [-3.47828, 1.15661, -0.05760], [-1.90258, 3.24738, 1.33191], [-2.04719, 2.91762, -0.39387], [0.25370, 0.85404, 2.80100], [1.58844, 0.67219, 4.71879], [1.97013, 2.22059, 5.45261], [3.21784, 1.31656, 4.58424], [3.18599, 3.87368, 3.49884], [2.57212, 4.94783, 1.40367], [0.02043, 3.53733, -0.95955], [-0.08449, 6.09914, -1.12690], [-1.06942, 5.37051, 0.12674], [0.47145, 6.14667, 0.54043], [1.92913, 5.35155, -1.83495], [1.98343, 3.61645, -2.09140], [2.86822, 4.32737, -0.75802], [-5.50534, 0.90970, 1.84470], [-2.45253, -5.00040, -1.53917], [-3.49499, -5.38627, -2.55010], [-4.67018, -5.94458, -1.81188], [-2.94559, -6.43686, -3.45409], [-3.99494, -4.19961, -3.34194], [-3.00353, -3.52487, -4.25835], [-1.93546, -3.02604, -3.47739], [-2.33608, -5.83441, -0.85070], [-1.51757, -4.79737, -2.04498], [-2.78926, -4.11527, -1.00688], [-4.34423, -6.81258, -1.24591], [-5.43538, -6.23188, -2.52836], [-5.05346, -5.18190, -1.13914], [-2.05607, -6.05548, -3.94546], [-3.70199, -6.70360, -4.18848], [-2.68536, -7.30452, -2.85351], [-4.37045, -3.49035, -2.60495], [-4.83005, -4.56431, -3.93941], [-3.54949, -2.71422, -4.74968], [-2.64747, -4.20238, -5.04072], [-1.32562, -2.54048, -4.04301]], "lowdin_charge": [-0.094, -0.263, -0.212, -0.204, -0.209, -0.196, -0.213, -0.199, -0.198, -0.191, -0.122, -0.263, -0.102, -0.104, -0.229, 0.020, -0.266, -0.039, -0.045, -0.030, -0.132, -0.349, -0.049, -0.043, -0.028, -0.336, 0.123, 0.065, 0.068, 0.067, 0.081, 0.097, 0.088, 0.109, 0.110, 0.113, 0.091, 0.116, 0.107, 0.107, 0.110, 0.097, 0.106, 0.114, 0.078, 0.105, 0.101, 0.111, 0.099, 0.118, 0.148, 0.146, 0.133, 0.113, 0.077, 0.085, 0.072, 0.119, 0.123, 0.115, 0.077, 0.072, 0.083, 0.074, 0.075, 0.065, 0.145, 0.020, -0.364, 0.011, 0.020, -0.100, -0.219, -0.060, 0.114, 0.103, 0.108, 0.114, 0.115, 0.118, 0.109, 0.120, 0.117, 0.146, 0.143, 0.140, 0.125, 0.114], "multiplicity": 1, "charge": 1, "gap_ev": 7.6}

=====

5.
{"formula": "C8H15CdO9", "method": "ωB97M-V with the def2-TZVPD basis set", "elements": ["Cd", "C", "C", "C", "O", "C", "C", "C", "O", "O", "O", "H", "H", "C", "C", "O", "H", "H", "H", "H", "H", "O", "H", "H", "O", "H", "H", "O", "H", "H", "O", "H", "H"], "xyz": [[0.33293, 0.16290, 1.03285], [-0.27425, -3.68049, -2.58745], [-0.57434, -2.95392, -3.76022], [-1.03453, -1.47595, -3.57588], [-1.16186, -0.75984, -4.56714], [-1.09669, -0.96170, -2.24480], [-0.88951, -1.73302, -1.13138], [-0.35268, -3.15212, -1.29198], [0.07728, -3.72667, -0.26693], [-0.94768, -1.28985, 0.06161], [-0.47618, -3.38770, -4.91442], [0.17562, -4.65628, -2.74006], [-1.45954, 0.05055, -2.08519], [-0.40630, 3.81868, 1.92107], [-1.51988, 2.75853, 2.09371], [-1.15776, 1.52457, 1.70984], [0.23789, 3.51554, 1.07790], [0.31688, 3.89062, 2.74911], [-0.71290, 4.84163, 1.67323], [-2.37609, 3.13278, 1.49028], [-1.86531, 2.83701, 3.14883], [2.10544, 1.15734, 1.81988], [2.36922, 2.06517, 1.64376], [2.66730, 0.84627, 2.53526], [0.58112, 1.41762, -0.89636], [-0.17574, 1.93264, -1.19448], [1.35559, 1.87779, -1.22913], [1.84314, -1.29884, 0.08436], [1.99469, -2.25302, 0.06754], [2.62488, -0.89387, -0.30029], [0.18644, -1.09634, 2.95933], [-0.05096, -0.60403, 3.74972], [-0.33621, -1.90598, 2.96743]], "lowdin_charge": [1.364, -0.025, -0.408, -0.369, 0.004, -0.026, -0.405, -0.431, -0.076, -0.199, -0.025, 0.093, 0.092, -0.130, -0.519, -0.401, 0.033, 0.050, 0.054, 0.091, 0.086, -0.094, 0.064, 0.071, -0.089, 0.069, 0.058, -0.088, 0.067, 0.053, -0.090, 0.053, 0.073], "multiplicity": 1, "charge": -1, "gap_ev": 4.3}

=====

6.
{"formula": "C4H10IN4", "method": "ωB97M-V with the def2-TZVPD basis set", "elements": ["C", "C", "C", "C", "N", "N", "N", "N", "I", "H", "H", "H", "H", "H", "H", "H", "H", "H", "H"], "xyz": [[-0.56895, -1.34506, 0.11752], [0.99679, 0.44786, -0.11860], [-0.02072, 1.34676, 0.49315], [-1.04530, -2.80193, -0.06540], [0.55948, -0.97873, -0.33320], [-1.45166, -0.46031, 0.68933], [2.27200, 0.36318, 0.68507], [-0.57466, 2.32023, -0.40365], [-3.27725, 0.11094, 0.02746], [1.10094, 0.69425, -1.20527], [-0.02224, 1.39224, 1.50938], [-1.69231, -3.04329, 0.65767], [-0.20320, -3.40160, -0.12319], [-1.43099, -2.98010, -0.97427], [2.31627, -0.16326, 1.52431], [3.01273, 0.08640, 0.06410], [-0.47216, 1.95536, -1.36761], [-0.30432, 3.22081, -0.06706], [-1.67414, 2.22106, -0.48201]], "lowdin_charge": [-0.530, -0.360, -0.042, 0.020, 0.115, -0.415, 0.075, 0.177, 0.947, 0.151, 0.105, 0.043, 0.074, 0.050, 0.071, 0.075, 0.178, 0.173, 0.093], "multiplicity": 1, "charge": 1, "gap_ev": [7.2, 7.6]}

=====

multiplicity of number 4 (C29H54NO4)?
1